Record 1
{
  "formula": "C4H10NO",
  "method": "wB97M-V/def2-TZVPD",
  "species": ["C", "C", "C", "C", "N", "H", "H", "H", "H", "H", "H", "H", "H", "H", "H", "O"],
  "xyz": [[-1.64, 0.25, 0.08], [-0.43, 0.43, -0.78], [-0.19, -0.42, -1.78], [0.82, 1.82, 0.72], [0.77, 1.09, -0.33], [-2.00, -0.77, 0.07], [-2.46, 0.86, -0.29], [-1.50, 0.50, 1.14], [0.69, -0.38, -2.41], [-1.04, -1.03, -2.05], [1.66, 2.50, 0.82], [-0.06, 1.97, 1.34], [1.59, 0.51, -0.55], [1.22, -3.06, 0.87], [1.29, -2.13, 2.06], [1.28, -2.13, 1.10]],
  "total_charge": 1,
  "homo_ev": -14.4365,
  "max_force_ev_per_a": 2.9,
  "orbital_gap_ev": 8.79,
  "multiplicity": 1
}


Record 2
{
  "formula": "C4H10NO",
  "method": "wB97M-V/def2-TZVPD",
  "species": ["O", "C", "C", "C", "C", "N", "H", "H", "H", "H", "H", "H", "H", "H", "H", "H"],
  "xyz": [[-1.29, -0.80, -0.65], [-0.76, 0.23, -0.25], [0.58, 0.79, -0.16], [0.85, 1.46, 1.10], [1.20, 0.56, 2.33], [-1.67, -1.96, -3.11], [-1.47, 0.81, 0.35], [1.44, 0.26, -0.60], [0.34, 2.35, 1.46], [1.86, 1.99, 1.04], [1.44, 1.02, 3.29], [0.32, -0.07, 2.44], [2.02, -0.10, 2.04], [-1.00, -2.10, -3.84], [-2.55, -2.42, -3.26], [-1.31, -2.01, -2.18]],
  "total_charge": 1,
  "homo_ev": -12.8776,
  "max_force_ev_per_a": 4.7,
  "orbital_gap_ev": 3.93,
  "multiplicity": 1
}


Record 3
{
  "formula": "C4H10NO",
  "method": "wB97M-V/def2-TZVPD",
  "species": ["C", "C", "C", "C", "N", "H", "H", "H", "H", "H", "H", "H", "H", "H", "H", "O"],
  "xyz": [[-1.50, -1.31, 1.08], [-0.54, -0.22, 0.75], [-0.47, 0.99, 1.28], [0.65, -1.55, -0.90], [0.29, -0.43, -0.41], [-2.03, -1.82, 0.27], [-2.29, -0.89, 1.70], [-1.06, -2.10, 1.69], [0.16, 1.73, 0.80], [-0.90, 1.35, 2.20], [1.42, -1.68, -1.64], [0.04, -2.41, -0.63], [0.70, 0.40, -0.88], [1.11, 3.01, -1.53], [2.19, 2.00, -1.40], [1.23, 2.06, -1.34]],
  "total_charge": 1,
  "homo_ev": -14.3866,
  "max_force_ev_per_a": 1.6,
  "orbital_gap_ev": 9.47,
  "multiplicity": 1
}


Record 4
{
  "formula": "C4H10NO",
  "method": "wB97M-V/def2-TZVPD",
  "species": ["C", "C", "N", "C", "C", "O", "H", "H", "H", "H", "H", "H", "H", "H", "H", "H"],
  "xyz": [[2.48, 0.10, -0.09], [1.48, 0.04, -1.22], [0.06, -0.21, -0.67], [-0.29, 0.23, 0.70], [-1.71, -0.26, 1.07], [-2.65, 0.15, 0.45], [2.43, 0.96, 0.58], [2.40, -0.76, 0.58], [3.51, 0.10, -0.45], [1.73, -0.87, -1.77], [1.41, 0.94, -1.81], [0.00, -1.23, -0.65], [-0.68, 0.17, -1.27], [0.38, -0.03, 1.52], [-0.23, 1.32, 0.79], [-1.78, -0.81, 2.01]],
  "total_charge": 1,
  "homo_ev": -14.8564,
  "smiles": "CC[NH2+]CC=O",
  "max_force_ev_per_a": 1.5,
  "orbital_gap_ev": 10.78,
  "multiplicity": 1
}


Record 5
{
  "formula": "C4H10NO",
  "method": "wB97M-V/def2-TZVPD",
  "species": ["C", "C", "N", "C", "O", "C", "H", "H", "H", "H", "H", "H", "H", "H", "H", "H"],
  "xyz": [[2.20, 0.81, 0.07], [1.41, -0.45, 0.20], [0.14, -0.37, 0.05], [-0.77, -1.62, 0.05], [-0.41, 0.85, -0.22], [-1.84, 1.15, -0.10], [1.95, 1.61, 0.78], [2.01, 1.18, -0.90], [3.30, 0.59, -0.04], [1.83, -1.44, -0.04], [-1.17, -1.75, 1.06], [-0.30, -2.59, -0.17], [-1.71, -1.49, -0.54], [-1.91, 2.13, 0.23], [-2.35, 0.39, 0.63], [-2.38, 1.01, -1.06]],
  "total_charge": 1,
  "homo_ev": -15.2840,
  "smiles": "C/C=[N+](/C)OC",
  "max_force_ev_per_a": 4.8,
  "orbital_gap_ev": 10.86,
  "multiplicity": 1
}


Record 6
{
  "formula": "C4H10NO",
  "method": "wB97M-V/def2-TZVPD",
  "species": ["O", "C", "C", "C", "C", "N", "H", "H", "H", "H", "H", "H", "H", "H", "H", "H"],
  "xyz": [[1.07, 0.84, 0.40], [0.13, 0.17, 0.66], [-0.75, -0.34, -0.43], [-1.97, -0.97, -0.18], [-3.12, 0.12, -0.15], [4.96, 0.48, 0.16], [-0.16, -0.09, 1.69], [-0.35, -0.28, -1.44], [-1.93, -1.39, 0.83], [-2.16, -1.73, -0.95], [-2.84, 0.95, 0.49], [-3.29, 0.52, -1.14], [-4.01, -0.35, 0.25], [3.95, 0.36, 0.12], [5.34, 0.29, -0.75], [5.14, 1.43, 0.45]],
  "total_charge": 1,
  "homo_ev": -12.1600,
  "max_force_ev_per_a": 1.0,
  "orbital_gap_ev": 3.59,
  "multiplicity": 1
}


Record 7
{
  "formula": "C4H10NO",
  "method": "wB97M-V/def2-TZVPD",
  "species": ["C", "C", "C", "C", "N", "H", "H", "H", "H", "H", "H", "H", "H", "H", "H", "O"],
  "xyz": [[0.78, -0.22, 2.00], [0.88, -0.14, 0.52], [1.79, -0.59, -0.33], [-1.30, 1.06, 0.35], [-0.21, 0.59, -0.13], [0.17, -1.02, 2.42], [1.77, -0.36, 2.42], [0.46, 0.76, 2.37], [1.97, -0.19, -1.33], [2.32, -1.51, -0.14], [-1.99, 1.51, -0.34], [-1.54, 0.67, 1.34], [0.01, 0.88, -1.08], [-2.48, -0.34, -2.69], [-1.07, -0.82, -3.00], [-1.58, -0.29, -2.39]],
  "total_charge": 1,
  "homo_ev": -14.3183,
  "max_force_ev_per_a": 2.3,
  "orbital_gap_ev": 9.31,
  "multiplicity": 1
}


Record 8
{
  "formula": "C4H10NO",
  "method": "wB97M-V/def2-TZVPD",
  "species": ["C", "C", "C", "C", "N", "O", "H", "H", "H", "H", "H", "H", "H", "H", "H", "H"],
  "xyz": [[1.08, 1.57, 0.02], [0.53, -0.49, -0.40], [0.74, -1.86, 0.14], [-1.67, 0.74, -0.18], [-0.44, 0.39, 0.36], [1.70, 0.37, -0.11], [0.49, 2.00, -0.71], [1.48, 2.13, 0.80], [0.28, -0.56, -1.40], [1.40, -2.53, -0.42], [-0.13, -2.55, 0.14], [1.31, -1.72, 1.12], [-1.65, 1.20, -1.08], [-2.43, -0.21, -0.16], [-2.20, 1.45, 0.49], [-0.51, 0.07, 1.39]],
  "total_charge": 1,
  "homo_ev": -15.3400,
  "max_force_ev_per_a": 6.3,
  "orbital_gap_ev": 10.49,
  "multiplicity": 1
}


Record 9
{
  "formula": "C4H10NO",
  "method": "wB97M-V/def2-TZVPD",
  "species": ["O", "C", "C", "H", "H", "H", "H", "C", "C", "N", "H", "H", "H", "H", "H", "H"],
  "xyz": [[-0.46, -2.53, 1.09], [0.55, -1.89, 1.39], [1.61, -1.36, 0.44], [0.82, -1.69, 2.47], [2.57, -1.74, 0.82], [1.66, -0.27, 0.49], [1.56, -1.76, -0.65], [-1.07, 2.35, -0.54], [-1.04, -0.08, -0.71], [-0.46, 1.06, -0.88], [-0.99, 3.01, -1.41], [-0.51, 2.73, 0.34], [-2.10, 2.21, -0.31], [-2.06, -0.10, -0.45], [-0.56, -1.02, -0.82], [0.48, 1.08, -1.27]],
  "total_charge": 1,
  "homo_ev": -13.8369,
  "max_force_ev_per_a": 2.6,
  "orbital_gap_ev": 8.48,
  "multiplicity": 1
}


Record 10
{
  "formula": "C4H10NO",
  "method": "wB97M-V/def2-TZVPD",
  "species": ["C", "C", "C", "C", "N", "H", "H", "H", "H", "H", "H", "H", "H", "H", "H", "O"],
  "xyz": [[-1.77, -1.12, -0.80], [-0.52, -0.28, -0.68], [0.75, -0.65, -1.05], [-1.69, 1.73, 0.03], [-0.64, 0.95, 0.02], [-1.64, -1.62, 0.21], [-2.77, -0.65, -0.67], [-1.80, -1.85, -1.59], [1.67, -0.04, -0.92], [0.95, -1.71, -1.27], [-1.79, 2.66, 0.60], [-2.12, 1.70, -0.98], [0.14, 1.26, 0.62], [2.82, -1.24, 2.19], [3.91, -0.54, 1.47], [3.06, -0.35, 1.90]],
  "total_charge": 2,
  "s2": 0.756,
  "homo_ev": [-18.3565, -18.1007],
  "max_force_ev_per_a": 3.5,
  "orbital_gap_ev": [6.66, 4.20],
  "multiplicity": 2
}


Record 11
{
  "formula": "C4H10NO2",
  "method": "wB97M-V/def2-TZVPD",
  "species": ["C", "C", "O", "C", "N", "C", "O", "H", "H", "H", "H", "H", "H", "H", "H", "H", "H"],
  "xyz": [[1.09, -1.26, -0.03], [1.00, 0.28, 0.12], [1.55, 0.87, 1.42], [-0.42, 0.72, -0.17], [-0.75, 0.66, -1.55], [-1.41, -0.15, 0.64], [-2.58, 0.40, 0.79], [2.00, -1.70, 0.37], [0.70, -1.48, -1.05], [0.31, -1.80, 0.53], [1.67, 0.73, -0.65], [2.49, 1.02, 1.13], [-0.62, 1.66, 0.17], [-1.67, 0.09, -1.62], [-1.00, 1.56, -1.94], [-0.98, -0.36, 1.64], [-1.37, -1.23, 0.19]],
  "total_charge": -1,
  "homo_ev": -2.2339,
  "smiles": "C[C@H](O)[C@@H](N)C[O-]",
  "max_force_ev_per_a": 3.5,
  "orbital_gap_ev": 5.98,
  "multiplicity": 1
}


Record 12
{
  "formula": "C4H10NO2",
  "method": "wB97M-V/def2-TZVPD",
  "species": ["C", "O", "C", "N", "H", "H", "H", "H", "H", "H", "O", "C", "C", "H", "H", "H", "H"],
  "xyz": [[0.56, -1.22, -0.24], [0.35, -0.05, 0.42], [0.19, -1.14, -1.72], [0.34, -2.41, -2.47], [1.61, -1.58, -0.18], [-0.09, -2.06, 0.15], [-0.84, -0.80, -1.84], [0.85, -0.38, -2.17], [-0.13, -3.14, -1.96], [1.31, -2.67, -2.48], [-1.56, 2.16, 3.33], [-1.13, 1.76, 2.27], [-0.19, 2.56, 1.42], [-1.38, 0.77, 1.87], [-0.62, 2.67, 0.42], [0.75, 2.02, 1.27], [-0.03, 3.52, 1.91]],
  "total_charge": -1,
  "homo_ev": -2.8690,
  "max_force_ev_per_a": 1.1,
  "orbital_gap_ev": 6.97,
  "multiplicity": 1
}


Record 13
{
  "formula": "C4H10NO2",
  "method": "wB97M-V/def2-TZVPD",
  "species": ["N", "C", "C", "O", "C", "C", "O", "H", "H", "H", "H", "H", "H", "H", "H", "H", "H"],
  "xyz": [[1.39, 0.50, 0.18], [-0.07, 0.46, 0.22], [-0.51, 0.55, 1.67], [-0.09, 1.80, 2.28], [-0.66, -0.81, -0.44], [-0.13, -0.96, -1.90], [1.16, -1.36, -1.95], [1.69, 0.87, -0.72], [1.72, -0.46, 0.12], [-0.48, 1.29, -0.36], [-0.13, -0.25, 2.29], [-1.60, 0.58, 1.77], [0.77, 2.01, 1.89], [-0.19, -1.67, 0.04], [-1.75, -0.91, -0.32], [-0.83, -1.68, -2.39], [-0.28, 0.03, -2.40]],
  "total_charge": -1,
  "homo_ev": -2.5080,
  "smiles": "N[C@H](CO)CC[O-]",
  "max_force_ev_per_a": 1.7,
  "orbital_gap_ev": 6.41,
  "multiplicity": 1
}


Record 14
{
  "formula": "C4H10NO2",
  "method": "wB97M-V/def2-TZVPD",
  "species": ["C", "O", "C", "C", "C", "O", "N", "H", "H", "H", "H", "H", "H", "H", "H", "H", "H"],
  "xyz": [[0.19, -1.59, -0.42], [-2.25, 1.78, 1.03], [-0.96, -0.68, -1.01], [0.48, -0.14, -0.74], [2.26, -0.08, 0.22], [2.68, 1.07, 0.59], [-2.10, -0.58, -0.06], [0.17, -1.74, 0.65], [0.60, -2.31, -1.11], [-1.23, -0.41, -2.15], [0.86, 0.17, -1.69], [0.27, 0.67, -0.05], [1.89, -0.81, 1.15], [2.91, -0.78, -0.47], [-1.59, 1.74, 1.71], [-2.25, -1.33, 0.60], [-2.15, 0.91, 0.51]],
  "total_charge": -1,
  "homo_ev": -2.8608,
  "max_force_ev_per_a": 5.4,
  "orbital_gap_ev": 6.56,
  "multiplicity": 1
}


Record 15
{
  "formula": "C4H10NO2",
  "method": "wB97M-V/def2-TZVPD",
  "species": ["C", "C", "C", "O", "N", "C", "O", "H", "H", "H", "H", "H", "H", "H", "H", "H", "H"],
  "xyz": [[-0.70, 0.57, 0.11], [0.39, 0.25, -0.93], [-0.02, 0.96, -2.27], [0.51, -1.21, -1.09], [-0.14, 0.43, 1.43], [0.36, -1.01, 2.08], [0.59, -2.05, 1.26], [-1.56, -0.22, -0.01], [-1.21, 1.55, 0.04], [1.43, 0.46, -0.55], [-0.02, 2.02, -2.18], [0.60, 0.58, -3.03], [-1.10, 0.59, -2.55], [0.82, -1.58, -0.23], [-0.79, 0.62, 2.18], [-0.35, -1.33, 2.93], [1.18, -0.65, 2.82]],
  "total_charge": -2,
  "s2": 0.751,
  "homo_ev": [4.3891, -0.4712],
  "max_force_ev_per_a": 3.3,
  "orbital_gap_ev": [2.39, 7.23],
  "multiplicity": 2
}